{"formula": "C13H32BN3O", "method": "ωB97M-V/def2-TZVPD", "gap_ha": 0.1998, "total_charge": 0, "energy_ev": -21190.15940, "lumo_ev": -0.59, "elements": ["C", "C", "O", "N", "C", "B", "C", "C", "N", "H", "H", "H", "H", "H", "H", "H", "H", "H", "H", "H", "H", "H", "H", "C", "C", "C", "N", "C", "C", "C", "C", "C", "H", "H", "H", "H", "H", "H", "H", "H", "H", "H", "H", "H", "H", "H", "H", "H", "H", "H"], "positions_angstrom": [[-2.8701, 3.4926, 1.8963], [-1.3924, 3.9655, 1.5768], [-0.9628, 4.9679, 2.2130], [-0.4652, 3.3277, 0.6604], [0.5059, 2.4457, 1.3602], [-1.1499, 2.6550, -0.5372], [-0.2458, 2.9383, -1.9123], [-0.6111, 4.3340, -2.6182], [0.4019, 5.4160, -2.3723], [-3.5847, 3.5773, 1.0103], [-3.2839, 4.2073, 2.6910], [-2.9249, 2.4538, 2.3782], [1.5058, 3.0153, 1.3833], [0.7023, 1.4614, 0.8297], [0.2293, 2.2453, 2.4442], [-1.1009, 1.4457, -0.3914], [-2.2913, 2.9469, -0.7032], [0.8589, 2.8688, -1.6499], [-0.4847, 2.1144, -2.6752], [-1.6398, 4.7254, -2.3425], [-0.6359, 4.1659, -3.7577], [0.7327, 5.8147, -3.2650], [1.2416, 5.0296, -1.9120], [-1.4425, -1.2430, 1.0885], [-1.6352, -2.5062, 0.2675], [-0.5284, -3.5453, 0.3686], [0.8229, -3.1396, -0.2222], [0.6804, -2.3176, -1.4814], [1.6908, -2.3997, 0.8067], [2.5604, -3.4748, 1.4200], [2.9244, -4.3259, 0.2239], [1.6267, -4.4280, -0.5551], [-0.5945, -0.6522, 0.7387], [-2.3293, -0.6122, 1.0053], [-1.2977, -1.4774, 2.1475], [-1.8264, -2.2434, -0.7762], [-2.5564, -2.9871, 0.6155], [-0.8565, -4.4270, -0.1891], [-0.3545, -3.8499, 1.4036], [0.2629, -1.3433, -1.2256], [0.0301, -2.8560, -2.1706], [1.6702, -2.1839, -1.9192], [2.2968, -1.6676, 0.2692], [1.0608, -1.8956, 1.5365], [1.9952, -4.0589, 2.1529], [3.4377, -3.0626, 1.9200], [3.3057, -5.3070, 0.5105], [3.6919, -3.8328, -0.3800], [1.0448, -5.2924, -0.2302], [1.7846, -4.4853, -1.6318]], "atomic_forces_ev_per_a": [[-0.668, 0.553, 0.390], [2.101, 2.099, 1.255], [-1.493, -2.706, -1.208], [-2.295, -0.854, 1.708], [1.448, 1.308, 0.441], [1.218, -0.501, -1.224], [-0.868, 0.291, -0.672], [0.670, -0.456, -1.114], [0.462, -0.263, -0.287], [1.239, -0.446, 1.092], [0.811, -0.892, -1.108], [0.294, 1.242, -1.067], [-1.109, -1.028, 0.206], [-0.563, 1.146, 0.404], [0.209, 0.123, -1.153], [-0.135, -0.911, 0.170], [-0.518, 0.426, -0.076], [-1.039, 0.236, -0.547], [0.455, 0.959, 0.890], [1.195, -0.661, -0.005], [-0.151, 0.151, 1.446], [-0.324, -0.359, 0.723], [-0.819, 0.211, -0.299], [0.053, 0.076, 0.076], [-0.129, 0.229, 0.198], [-0.352, 0.016, -0.454], [0.440, -0.326, -0.165], [-0.137, -0.055, 0.428], [-0.175, -0.044, 0.130], [0.050, 0.017, 0.196], [0.330, -0.167, -0.184], [-0.108, 0.100, 0.138], [-0.179, 0.187, 0.066], [0.212, 0.055, -0.024], [0.024, -0.017, -0.014], [0.053, -0.081, 0.031], [0.187, -0.209, -0.088], [0.219, 0.056, 0.016], [0.151, 0.078, -0.085], [-0.026, -0.061, -0.083], [0.048, 0.101, 0.038], [-0.082, -0.070, 0.094], [-0.168, -0.037, -0.003], [-0.083, 0.066, -0.272], [0.049, 0.054, -0.020], [-0.150, 0.056, 0.004], [-0.058, 0.038, -0.125], [-0.038, -0.016, 0.091], [-0.040, 0.227, -0.043], [-0.213, 0.058, 0.091]]}